Record 1
Computed, not measured: a molecular structure, C10H18N3 at a distorted geometry, with wB97M-V/def2-TZVPD.

The geometry in XYZ format:
```
31
C10H18N3, DFT wB97M-V/def2-TZVPD
C 0.959 -1.527 0.644
C 0.951 -0.199 0.578
C -0.100 -2.083 -0.288
C 1.805 0.763 2.740
C 3.096 0.613 2.016
C -2.259 0.254 0.666
C -2.051 1.254 -1.057
C 1.763 0.802 1.266
C -1.053 1.164 0.057
C 0.326 -0.954 -2.415
N 0.003 0.296 -0.362
N -0.410 -0.879 -1.163
N -2.799 0.023 -0.667
H 1.550 -2.196 1.317
H 0.157 -2.952 -1.039
H -1.075 -2.254 0.213
H 1.227 -0.047 3.224
H 1.671 1.685 3.335
H 3.850 1.414 1.891
H 3.573 -0.348 1.981
H -1.890 -0.601 1.266
H -2.915 0.911 1.257
H -2.626 2.142 -1.044
H -1.604 1.250 -2.090
H 1.605 1.846 0.822
H -0.587 2.089 0.715
H 0.176 0.011 -2.773
H 1.396 -1.090 -2.189
H 0.127 -1.708 -3.043
H -1.536 -0.846 -1.343
H -3.816 -0.011 -0.874
```

Values from the calculation:
Total energy, Ha: -555.697574
Energy relative to the best compared isomer or geometry (same formula, charge and spin), kcal per mole: 143.5
Kohn-Sham gap, eV: 9.93
Lowest unoccupied orbital energy, eV: -2.2876
Molecular weight, g/mol: 180.3
2S+1: 1
Net charge: +1

***

Record 2
Computed, not measured: a molecular structure, C30H37CdCl2GeN4O9S2Se, with wB97M-V/def2-TZVPD.

The geometry in XYZ format:
```
87
C30H37CdCl2GeN4O9S2Se, DFT wB97M-V/def2-TZVPD
Cd 0.471 0.314 -0.005
O 5.465 -2.221 -2.351
C 4.923 -3.009 -1.447
O 5.466 -4.023 -1.064
C 3.596 -2.619 -0.888
C 2.979 -3.351 0.111
N 1.813 -2.758 0.374
N 1.624 -1.679 -0.376
C 2.695 -1.556 -1.149
C 2.728 -0.381 -2.109
O 3.749 -0.249 -2.816
O 1.710 0.349 -2.118
H 4.863 -1.428 -2.569
H 3.315 -4.236 0.622
H 1.127 -2.938 1.095
N -1.262 0.320 -1.592
C -2.330 1.294 -1.317
C -2.959 1.074 0.057
C -2.019 1.441 1.218
O -2.182 2.514 1.787
O -1.124 0.556 1.506
H -0.752 0.538 -2.442
H -1.637 -0.619 -1.678
H -3.113 1.236 -2.082
H -1.887 2.290 -1.359
H -3.257 0.026 0.152
H -3.844 1.707 0.133
C -4.691 -6.208 1.530
Ge -4.147 -4.352 1.204
C -4.840 -3.744 -0.523
C -4.913 -3.219 2.598
C -2.198 -4.218 1.089
Se -1.607 -2.351 1.160
C -1.476 -2.175 3.089
H -5.778 -6.295 1.543
H -4.310 -6.549 2.494
H -4.304 -6.872 0.756
H -5.918 -3.583 -0.484
H -4.623 -4.467 -1.311
H -4.359 -2.797 -0.773
H -5.989 -3.132 2.439
H -4.478 -2.221 2.557
H -4.749 -3.634 3.593
H -1.887 -4.581 0.107
H -1.674 -4.804 1.845
H -2.397 -2.512 3.559
H -1.310 -1.116 3.272
H -0.623 -2.740 3.460
Cl 1.477 1.296 4.727
C 2.758 0.599 3.711
Cl 4.079 1.773 3.506
C 2.128 0.090 2.389
O 1.503 -0.966 2.520
O 2.298 0.774 1.341
H 3.178 -0.242 4.252
O 0.382 2.649 -0.235
S 1.204 3.502 0.702
C 0.668 5.169 0.304
C -0.210 5.377 -0.744
C -0.625 6.671 -1.025
C -0.169 7.735 -0.260
C 0.700 7.508 0.800
C 1.115 6.219 1.091
C 2.833 3.608 -0.043
C 3.873 4.152 0.693
C 5.139 4.203 0.130
C 5.354 3.685 -1.141
C 4.304 3.123 -1.854
C 3.029 3.091 -1.311
H -0.565 4.527 -1.310
H -1.315 6.846 -1.841
H -0.500 8.741 -0.481
H 1.044 8.336 1.407
H 1.778 6.029 1.927
H 3.702 4.506 1.700
H 5.963 4.617 0.697
H 6.350 3.692 -1.564
H 4.482 2.672 -2.821
H 2.212 2.612 -1.829
S -0.300 -2.890 -4.564
C -2.002 -3.052 -4.562
C -2.460 -3.035 -3.285
N -1.499 -2.900 -2.313
C -0.321 -2.813 -2.854
H -2.565 -3.142 -5.475
H -3.497 -3.118 -2.992
H 0.588 -2.668 -2.289
```

Values from the calculation:
Total energy, Ha: -8424.643543
Energy relative to the best compared isomer or geometry (same formula, charge and spin), kcal per mole: 0.4
Kohn-Sham gap, eV: 7.83
Lowest unoccupied orbital energy, eV: 2.1032
Molecular weight, g/mol: 996.7
2S+1: 1
Net charge: -1

***

Record 3
Computed, not measured: a molecular structure, C3H7NO2 at a distorted geometry, with wB97M-V/def2-TZVPD.

The geometry in XYZ format:
```
13
C3H7NO2, DFT wB97M-V/def2-TZVPD
C -0.834 0.303 0.350
C 0.745 -0.738 -0.408
N -2.013 -0.130 -0.208
C 1.786 -0.067 0.279
O -0.512 1.549 0.042
O 1.947 1.179 0.249
H 0.538 1.651 0.103
H -0.718 -0.005 1.392
H -2.182 0.184 -1.153
H -2.274 -1.087 -0.028
H 0.525 -0.392 -1.413
H 0.640 -1.805 -0.240
H 2.351 -0.640 1.033
```

Values from the calculation:
Total energy, Ha: -323.688311
Energy relative to the best compared isomer or geometry (same formula, charge and spin), kcal per mole: 58.1
Kohn-Sham gap, eV: 9.26
Lowest unoccupied orbital energy, eV: 0.7174
Molecular weight, g/mol: 89.1
2S+1: 1

***

Record 4
Computed, not measured: a molecular structure, C47H55KN10OS3, with wB97M-V/def2-TZVPD.

The geometry in XYZ format:
```
117
C47H55KN10OS3, DFT wB97M-V/def2-TZVPD
K 0.105 0.973 0.307
C 1.375 3.761 4.524
N 0.790 4.350 3.336
C 1.439 5.240 2.502
C 0.624 5.488 1.467
N -0.528 4.736 1.680
C -0.416 4.020 2.832
S -1.561 2.966 3.511
C -1.604 4.636 0.755
C -2.292 5.783 0.398
C -3.326 5.648 -0.516
C -3.638 4.389 -1.000
C -2.899 3.304 -0.551
N -1.885 3.428 0.300
H 2.055 4.485 4.967
H 1.936 2.868 4.250
H 0.577 3.520 5.221
H 2.447 5.556 2.693
H 0.764 6.064 0.570
H -2.028 6.738 0.832
H -3.889 6.516 -0.835
H -4.447 4.245 -1.704
H -3.098 2.298 -0.908
C 2.388 -5.886 -2.556
C 3.015 -5.287 -1.289
C 2.907 -6.314 -0.163
C 4.500 -4.994 -1.545
C 2.306 -3.982 -0.947
C 2.265 -2.939 -1.870
C 1.653 -1.749 -1.526
N 1.076 -1.522 -0.348
C 1.076 -2.522 0.532
C 1.689 -3.749 0.273
C 0.373 -2.286 1.832
C -0.140 -3.354 2.571
C -0.801 -3.117 3.768
C -0.901 -1.787 4.173
C -0.382 -0.789 3.371
N 0.232 -1.022 2.212
C -1.424 -4.225 4.610
C -1.178 -5.610 4.016
C -0.829 -4.185 6.024
C -2.940 -3.990 4.688
H 2.883 -6.827 -2.805
H 2.492 -5.217 -3.412
H 1.325 -6.087 -2.411
H 3.412 -7.235 -0.461
H 1.867 -6.564 0.061
H 3.380 -5.960 0.755
H 5.022 -5.919 -1.802
H 4.974 -4.569 -0.658
H 4.634 -4.292 -2.368
H 2.716 -3.033 -2.850
H 1.621 -0.936 -2.243
H 1.698 -4.504 1.044
H -0.048 -4.359 2.188
H -1.391 -1.515 5.099
H -0.484 0.255 3.657
H -0.111 -5.834 3.940
H -1.623 -5.709 3.024
H -1.629 -6.368 4.659
H 0.252 -4.332 5.998
H -1.268 -4.977 6.634
H -1.028 -3.233 6.518
H -3.389 -4.012 3.693
H -3.174 -3.026 5.142
H -3.409 -4.769 5.294
C -0.208 4.508 -2.378
C 1.273 4.274 -2.257
C 2.128 4.790 -3.266
C 3.461 4.533 -3.182
C 3.975 3.807 -2.080
C 5.354 3.522 -1.985
C 5.806 2.843 -0.886
C 4.925 2.469 0.137
C 3.558 2.734 0.115
S 2.587 2.323 1.495
C 3.062 3.391 -1.073
N 1.715 3.599 -1.225
H -0.500 4.652 -3.420
H -0.515 5.403 -1.829
H -0.755 3.662 -1.973
H 1.707 5.360 -4.085
H 4.150 4.885 -3.942
H 6.020 3.849 -2.775
H 6.858 2.603 -0.783
H 5.317 1.962 1.009
O -2.171 0.807 1.304
C -3.381 0.108 1.268
C -3.360 -0.829 0.079
C -4.547 -1.387 -0.392
C -4.497 -2.251 -1.471
C -3.265 -2.529 -2.046
C -2.142 -1.924 -1.508
N -2.179 -1.091 -0.470
H -2.199 1.552 1.934
H -4.239 0.785 1.172
H -3.538 -0.484 2.182
H -5.488 -1.136 0.082
H -5.404 -2.697 -1.861
H -3.170 -3.195 -2.894
H -1.158 -2.107 -1.931
C -4.003 0.530 -4.694
C -3.122 1.771 -4.817
C -1.770 1.549 -4.202
N -1.611 1.157 -2.986
N -0.299 1.010 -2.622
C 0.523 1.289 -3.586
N 1.888 1.138 -3.486
S -0.270 1.764 -5.049
H -4.997 0.720 -5.104
H -4.103 0.239 -3.649
H -3.564 -0.310 -5.234
H -3.588 2.619 -4.309
H -3.004 2.064 -5.861
H 2.210 1.242 -2.529
H 2.423 1.746 -4.090
```

Values from the calculation:
Total energy, Ha: -4241.422630
Energy relative to the best compared isomer or geometry (same formula, charge and spin), kcal per mole: 3.8
Kohn-Sham gap, eV: 6.07
Lowest unoccupied orbital energy, eV: 0.2977
Molecular weight, g/mol: 911.3
2S+1: 1

***

Record 5
Computed, not measured: a molecular structure, C12H9Cl3F6N4O6PdS2, with wB97M-V/def2-TZVPD.

The geometry in XYZ format:
```
43
C12H9Cl3F6N4O6PdS2, DFT wB97M-V/def2-TZVPD
Pd -0.088 1.198 1.376
Cl 0.036 6.282 6.235
C 0.405 5.128 4.996
C -0.304 3.941 4.934
C 0.015 3.048 3.932
Cl -0.832 1.520 3.836
C 1.005 3.271 2.974
O 1.307 2.401 2.024
C 1.688 4.488 3.086
Cl 2.938 4.832 1.931
C 1.405 5.406 4.078
H -1.085 3.718 5.647
H 1.955 6.334 4.129
C 4.395 -0.171 -1.553
N 3.159 -0.368 -0.831
C 2.437 -1.620 -0.742
C 1.242 -1.239 0.129
O 0.406 -1.987 0.540
N 1.332 0.133 0.363
C 2.464 0.587 -0.197
N 2.848 1.852 -0.151
H 4.872 -1.138 -1.692
H 5.082 0.452 -0.978
H 4.228 0.279 -2.534
H 3.025 -2.399 -0.257
H 2.091 -1.978 -1.713
H 2.377 2.470 0.509
H 3.698 2.147 -0.596
F -4.496 2.108 -0.399
C -3.313 2.062 0.187
F -2.686 3.226 -0.007
F -3.464 1.898 1.498
S -2.251 0.692 -0.544
O -1.637 0.077 0.678
O -1.306 1.375 -1.374
N -3.135 -0.277 -1.342
S -4.190 -1.251 -0.593
O -5.140 -1.687 -1.559
O -4.604 -0.720 0.671
C -3.159 -2.769 -0.192
F -1.969 -2.712 -0.778
F -2.994 -2.877 1.119
F -3.796 -3.852 -0.634
```

Values from the calculation:
Total energy, Ha: -4037.178816
Energy relative to the best compared isomer or geometry (same formula, charge and spin), kcal per mole: 14.0
Kohn-Sham gap, eV: 7.18
Lowest unoccupied orbital energy, eV: -1.8330
Molecular weight, g/mol: 696.1
2S+1: 1

***

Record 6
Computed, not measured: C3H5N3O in the gas phase at a distorted geometry, with wB97M-V/def2-TZVPD.

The geometry in XYZ format:
```
12
C3H5N3O, DFT wB97M-V/def2-TZVPD
C 1.118 -0.107 -1.412
C 0.956 1.109 -0.758
C -0.643 -0.196 0.629
N 0.762 -1.275 -0.958
N -0.104 -1.272 0.104
N -1.340 -0.314 1.753
O 0.433 2.206 -1.266
H 1.811 -0.161 -2.246
H -0.294 -2.225 0.426
H -1.445 -1.199 2.243
H -1.806 0.487 2.136
H 0.552 2.946 -0.649
```

Values from the calculation:
Total energy, Ha: -356.651744
Energy relative to the best compared isomer or geometry (same formula, charge and spin), kcal per mole: 129.0
Kohn-Sham gap, eV: 8.14
Lowest unoccupied orbital energy, eV: 0.8047
Molecular weight, g/mol: 99.1
2S+1: 1